Record 1
The following is a quantum chemistry calculation of a structure of composition C27H51GaN2O2P3, from OMol25.

Summary:
Kohn-Sham gap (spin up / spin down): 5.516 / 5.517 eV
Net charge: +3
Highest occupied orbital energy (spin up / spin down): -15.940 / -15.941 eV
Energy above the lowest of the compared OMol25 structures with the same formula, charge and spin: 10.1 kJ/mol
Spin multiplicity: 1
LUMO energy (spin up / spin down): -10.42 / -10.42 eV

Geometry (Å):
Ga (-0.4594, 1.3160, -1.6810)
P (1.8700, -0.9712, 0.7441)
P (1.5692, 2.3206, -1.0859)
P (-0.6447, -2.4461, -1.3804)
H (0.4527, 2.8711, -5.5860)
C (-0.5624, 2.4988, -5.4034)
C (-1.3456, 2.8481, -4.3912)
H (-1.0089, 3.3489, -3.4949)
C (3.2250, -2.0440, 0.0713)
C (2.9529, -0.0118, 1.9017)
C (1.2900, -2.1234, 2.0554)
C (1.2975, 3.5783, -2.3649)
C (1.5215, 3.1272, 0.5549)
C (3.2051, 1.5199, -1.3644)
C (-2.0020, -2.8197, -2.4993)
C (-1.4731, -2.8834, 0.1716)
C (0.6343, -3.6897, -1.7532)
H (-0.9346, 1.8360, -6.2069)
H (-2.4335, 2.7340, -4.4245)
H (3.7550, -2.4338, 0.9507)
H (3.9030, -1.4491, -0.5550)
H (2.7935, -2.8654, -0.5163)
H (3.7551, -0.6895, 2.2097)
H (2.3770, 0.2942, 2.7790)
H (3.3909, 0.8742, 1.4392)
H (1.9071, -3.0260, 2.0248)
H (0.2474, -2.3920, 1.8951)
H (1.3876, -1.6464, 3.0342)
H (1.9891, 4.4177, -2.2211)
H (0.2614, 3.9515, -2.2814)
H (1.4278, 3.1432, -3.3726)
H (2.0484, 4.0872, 0.5217)
H (1.9959, 2.4809, 1.3054)
H (0.4949, 3.3162, 0.8958)
H (4.0290, 2.2283, -1.1975)
H (3.2349, 1.1828, -2.4137)
H (3.3590, 0.6404, -0.7192)
H (-2.3274, -3.8745, -2.5125)
H (-1.5889, -2.5154, -3.4677)
H (-2.8458, -2.1585, -2.2297)
H (-2.3940, -3.4333, -0.0903)
H (-1.7719, -1.9654, 0.6992)
H (-0.8862, -3.5568, 0.8152)
H (0.2168, -4.5105, -2.3481)
H (1.0620, -4.1652, -0.8587)
H (1.4526, -3.2624, -2.3467)
C (-1.1891, -0.0769, -4.2646)
C (0.1545, -0.2897, -4.6640)
C (0.4191, -1.5683, -5.1614)
C (-0.6840, -2.3296, -5.5786)
C (-1.9999, -1.8139, -5.6200)
C (-2.2856, -0.6127, -4.9602)
O (-1.5451, 0.5227, -3.1293)
H (-0.5792, -1.0670, -1.8842)
H (0.8450, 0.5259, -4.6571)
H (1.4405, -1.9714, -5.2281)
H (-0.5120, -3.3933, -5.7740)
H (-2.8178, -2.4184, -6.0199)
H (-3.2684, -0.1319, -4.7930)
C (1.4607, 1.4008, 6.4963)
C (0.1830, 1.9086, 5.8530)
N (-0.2216, 1.1358, 4.6427)
C (-0.5239, -0.2935, 4.8594)
C (-1.8439, -0.5404, 5.5801)
C (-0.7837, 1.8351, 3.5973)
O (-0.7052, 3.0655, 3.5522)
C (-1.5061, 1.0811, 2.4817)
C (-2.8838, 0.8475, 2.5524)
C (-3.5394, 0.4616, 1.3823)
C (-2.8604, 0.4957, 0.1623)
N (-1.5314, 0.7786, 0.1138)
C (-0.8504, 0.9165, 1.2737)
H (1.3281, 0.3912, 6.9276)
H (1.7354, 2.1169, 7.2830)
H (2.2817, 1.4054, 5.7573)
H (-0.6520, 1.8201, 6.5546)
H (0.3016, 2.9458, 5.5288)
H (-0.5304, -0.7671, 3.8697)
H (0.3297, -0.7183, 5.4018)
H (-2.6727, -0.4716, 4.8613)
H (-1.8237, -1.5421, 6.0322)
H (-1.9889, 0.2188, 6.3570)
H (-3.4120, 0.9894, 3.5050)
H (-4.5867, 0.1640, 1.3974)
H (-3.3454, 0.3188, -0.8044)
H (0.2350, 0.9782, 1.2134)

Record 2
The following is a quantum chemistry calculation of a structure of composition C27H51ILuN3O3SSb, from OMol25.

Summary:
Kohn-Sham gap: 6.463 eV
Net charge: +1
Highest occupied orbital energy: -10.003 eV
Spin multiplicity: 1
LUMO energy: -3.54 eV

Geometry (Å):
Lu (0.0000, 0.0000, 0.0000)
N (-1.7246, 0.1782, -2.6377)
C (-1.8047, -1.0922, -2.1629)
O (-1.2008, -1.3855, -1.1315)
C (-2.6339, -2.1209, -2.9106)
I (-3.5832, -1.3821, -4.6618)
H (-1.1666, 0.8475, -2.1240)
H (-2.1999, 0.4749, -3.4802)
H (-3.3904, -2.5009, -2.2156)
H (-1.9684, -2.9494, -3.1757)
C (3.3912, -2.3596, 0.6771)
N (2.8673, -1.6828, 1.8479)
C (2.4231, -0.3746, 1.8811)
S (2.4547, 0.6820, 0.5881)
N (1.9507, -0.0707, 3.1435)
C (1.4536, 1.2255, 3.5625)
H (3.7885, -3.3278, 0.9911)
H (4.1899, -1.7675, 0.2234)
H (2.5819, -2.5105, -0.0424)
H (2.4887, -2.2842, 2.5658)
H (2.2902, -0.6670, 3.8847)
H (0.6942, 1.5852, 2.8638)
H (2.2878, 1.9307, 3.6054)
H (1.0129, 1.1174, 4.5565)
C (6.1477, -4.7705, -3.8130)
C (4.8970, -4.1406, -3.2806)
C (4.6179, -2.7913, -3.5143)
C (3.4288, -2.2036, -3.0490)
C (3.1783, -0.7442, -3.3216)
C (2.4990, -2.9805, -2.3158)
C (2.7814, -4.3474, -2.0780)
C (1.8168, -5.2209, -1.3207)
C (3.9674, -4.9125, -2.5769)
C (1.2170, -2.3575, -1.7957)
O (0.1250, -2.9058, -2.1472)
O (1.3334, -1.3355, -1.0490)
H (6.8851, -4.0134, -4.0998)
H (5.9163, -5.3783, -4.6932)
H (6.6114, -5.4054, -3.0507)
H (5.3281, -2.1835, -4.0694)
H (3.8460, -0.3686, -4.1048)
H (3.3562, -0.1535, -2.4179)
H (2.1557, -0.5812, -3.6765)
H (1.4675, -4.7226, -0.4107)
H (2.2951, -6.1542, -1.0036)
H (0.9625, -5.4800, -1.9533)
H (4.1675, -5.9676, -2.4063)
C (1.8114, 4.7765, 2.1165)
C (0.9707, 3.9449, 3.0953)
C (1.9225, 3.2239, 4.0598)
C (0.0917, 4.9123, 3.9180)
Sb (-0.1131, 2.3690, 1.8985)
C (-1.3049, 1.1730, 3.3799)
C (-0.3349, 0.1758, 4.0401)
C (-2.3826, 0.3439, 2.6639)
C (-1.9734, 2.0265, 4.4618)
C (-1.4704, 3.4790, 0.4933)
C (-0.6048, 3.9540, -0.6886)
C (-2.1657, 4.6838, 1.1335)
C (-2.5394, 2.5370, -0.0817)
H (2.4529, 5.5024, 2.6622)
H (1.1559, 5.3612, 1.4458)
H (2.4657, 4.1184, 1.5063)
H (2.5636, 3.9519, 4.6031)
H (2.5803, 2.5204, 3.5066)
H (1.3489, 2.6640, 4.8207)
H (0.7323, 5.6402, 4.4618)
H (-0.5113, 4.4004, 4.6776)
H (-0.5901, 5.5038, 3.2956)
H (0.1378, -0.4690, 3.2682)
H (-0.8683, -0.4783, 4.7645)
H (0.4712, 0.6921, 4.5882)
H (-1.9401, -0.2460, 1.8332)
H (-3.1897, 0.9836, 2.2846)
H (-2.8716, -0.3595, 3.3730)
H (-1.2092, 2.4845, 5.1119)
H (-2.6006, 1.3940, 5.1269)
H (-2.6172, 2.8062, 4.0035)
H (0.1874, 4.6488, -0.3623)
H (-1.2228, 4.4831, -1.4464)
H (-0.1146, 3.0859, -1.1803)
H (-1.4255, 5.4596, 1.3876)
H (-2.7317, 4.3739, 2.0362)
H (-2.8705, 5.1563, 0.4155)
H (-2.0740, 1.6210, -0.5044)
H (-3.1155, 3.0432, -0.8869)
H (-3.2806, 2.2661, 0.6808)
H (-1.9333, 0.4445, 0.3242)

Record 3
The following is a quantum chemistry calculation of the ion C27H51INO7 with charge +1, from OMol25.

Summary:
Kohn-Sham gap: 8.417 eV
Net charge: +1
Highest occupied orbital energy: -10.836 eV
Spin multiplicity: 1
LUMO energy: -2.42 eV

Geometry (Å):
C (6.4710, 3.1199, 3.0605)
O (6.9431, 3.3479, 1.7577)
C (6.0395, 2.9523, 0.7415)
C (5.8507, 1.4369, 0.6292)
C (5.6245, 0.9906, -0.8170)
C (5.6458, -0.5327, -0.9911)
C (4.2630, -1.2180, -0.9217)
C (4.1958, -2.5244, -0.0982)
C (3.0762, -2.5650, 0.9663)
C (2.2984, -3.8953, 1.0247)
C (0.7728, -3.7688, 1.1433)
C (0.1291, -2.9416, 0.0291)
C (-1.3783, -3.1962, -0.0968)
C (-2.1212, -2.0736, -0.8541)
C (-3.0775, -1.2735, 0.0182)
C (-4.2271, -2.1106, 0.5380)
O (-2.3406, -0.7560, 1.1817)
C (-2.0376, 0.5716, 0.9164)
C (-1.4620, 1.3122, 2.0926)
C (0.0331, 1.0717, 2.1850)
O (0.6440, 0.4412, 1.4136)
I (0.9470, 2.0302, 3.8437)
N (-3.4135, 0.9907, 0.4746)
O (-3.6734, 2.3313, 0.1901)
C (-4.3728, 2.9770, 1.2873)
C (-5.7311, 2.3404, 1.5625)
C (-6.6910, 3.2973, 2.2415)
O (-5.5455, 1.1292, 2.3313)
C (-3.6632, 0.0185, -0.6801)
C (-3.0724, 0.6000, -1.9612)
C (-3.2076, -0.2709, -3.2351)
C (-1.8558, -0.5225, -3.9071)
C (-1.1238, 0.7784, -4.2654)
O (0.0205, 0.9846, -3.4168)
C (1.2028, 0.4840, -3.8276)
O (2.2168, 0.7789, -3.3126)
H (6.4737, 2.0548, 3.3239)
H (7.1309, 3.6520, 3.7451)
H (5.4524, 3.5139, 3.1769)
H (5.0712, 3.4574, 0.8920)
H (6.4691, 3.3358, -0.1866)
H (6.7628, 0.9588, 1.0031)
H (5.0104, 1.1022, 1.2506)
H (4.6649, 1.3821, -1.1774)
H (6.4014, 1.4523, -1.4341)
H (6.2929, -0.9619, -0.2168)
H (6.1181, -0.7737, -1.9459)
H (3.5189, -0.5045, -0.5521)
H (3.9704, -1.4529, -1.9491)
H (5.1678, -2.7000, 0.3722)
H (4.0430, -3.3720, -0.7732)
H (3.4993, -2.3529, 1.9539)
H (2.3901, -1.7431, 0.7620)
H (2.5116, -4.4820, 0.1240)
H (2.6558, -4.4875, 1.8712)
H (0.4994, -3.3362, 2.1144)
H (0.3490, -4.7796, 1.1251)
H (0.2840, -1.8774, 0.2224)
H (0.6109, -3.1777, -0.9277)
H (-1.5311, -4.1376, -0.6298)
H (-1.7908, -3.3283, 0.9074)
H (-1.3660, -1.4032, -1.2742)
H (-2.7007, -2.4923, -1.6792)
H (-4.8800, -1.5256, 1.1917)
H (-3.8804, -2.9881, 1.0797)
H (-4.8289, -2.4293, -0.3175)
H (-1.3657, 0.6425, 0.0583)
H (-1.5936, 2.3905, 1.9552)
H (-1.9393, 1.0437, 3.0383)
H (-4.0556, 0.6503, 1.2209)
H (-4.4532, 4.0160, 0.9734)
H (-3.7591, 2.9504, 2.1960)
H (-6.1382, 1.9932, 0.6090)
H (-6.1676, 3.9398, 2.9565)
H (-7.4286, 2.7213, 2.8003)
H (-7.1961, 3.9325, 1.5149)
H (-5.0485, 1.3297, 3.1376)
H (-4.7508, -0.0034, -0.7750)
H (-3.6214, 1.5284, -2.1337)
H (-2.0307, 0.8967, -1.8137)
H (-3.6924, -1.2261, -3.0211)
H (-3.8626, 0.2419, -3.9431)
H (-1.2095, -1.0756, -3.2231)
H (-1.9780, -1.1514, -4.7910)
H (-1.7489, 1.6495, -4.0662)
H (-0.8291, 0.8119, -5.3157)
H (1.1192, -0.2210, -4.6739)

What are the maximum force values for these records? In order: 0.08496 0.26330 0.02804 hartree/bohr.